(A)
8
Properties=species:S:1:pos:R:3 method="wB97M-V/def2-TZVPD" smiles="O=C(Cl)[C@H](O)F" lumo_energy_ha=0.004 homo_ev=-11.07
C 0.2021 -0.0551 1.0978
C -0.5031 0.0825 -0.3294
O -0.1667 -0.8793 1.9087
O 0.2855 -0.8067 -1.3965
F -0.6219 1.4034 -0.6583
Cl 1.4169 1.0438 1.5127
H -1.5567 -0.5262 -0.2870
H 0.9440 -0.2623 -1.8479

---

(B)
8
Properties=species:S:1:pos:R:3 method="wB97M-V/def2-TZVPD" smiles="O=C(Cl)[C@H](O)F" lumo_energy_ha=0.003 homo_ev=-11.21
C 0.7590 0.7598 -0.0075
C -0.1562 -0.4425 -0.1075
O 0.5481 1.7680 0.5343
O -0.9500 -0.4772 1.0534
F 0.4910 -1.6084 -0.2652
Cl 2.0377 0.5437 -1.1386
H -0.8740 -0.2936 -0.8767
H -1.8556 -0.2498 0.8079

---

Structures ranked by computed energy, the most stable listed first: (B), (A).

---

(A)
13
Properties=species:S:1:pos:R:3 method="wB97M-V/def2-TZVPD" smiles=CN(CO)P(F)Cl lumo_energy_ha=0.019 homo_ev=-9.28
C -0.7440 -0.6088 0.8245
C -0.3814 1.2622 -0.6686
N 0.2531 0.3371 0.2676
O -1.3250 -1.3958 -0.2405
F 2.2602 -1.2985 0.6537
P 1.6778 -0.3221 -0.5402
Cl 2.9559 1.2955 -0.1150
H -0.3404 -1.4115 1.3539
H -1.4816 -0.0236 1.3284
H -1.1081 -2.3284 -0.2136
H -1.2523 0.7436 -1.2375
H -0.8186 2.0329 0.0100
H 0.3044 1.7172 -1.4227

---

(B)
13
Properties=species:S:1:pos:R:3 method="wB97M-V/def2-TZVPD" smiles=CN(CO)P(F)Cl lumo_energy_ha=0.015 homo_ev=-9.38
C -0.8314 -0.8320 0.4319
C -0.2939 1.4058 -0.1730
N 0.2859 0.1226 0.1434
O -1.7260 -1.2074 -0.6400
F 1.9844 -1.5277 0.3825
P 1.6674 -0.4148 -0.7602
Cl 2.8991 0.9585 0.0604
H -0.3439 -1.5144 1.0739
H -1.4112 -0.3289 1.2182
H -1.1694 -1.9402 -0.9644
H -0.8369 1.6505 0.6316
H 0.6466 2.0240 -0.2535
H -0.8708 1.6041 -1.1509

---

Structures ranked by computed energy, the most stable listed first: (A), (B).

---

(A)
21
Properties=species:S:1:pos:R:3 method="wB97M-V/def2-TZVPD" smiles="NC1(C(F)F)CC1.C=C=C" lumo_energy_ha=0.034 homo_ev=-9.18
C 2.7336 0.3208 1.4725
C 2.6451 0.3172 0.2002
C -2.1605 -0.9580 0.4660
C -0.7332 -1.0339 0.7978
C -1.2649 -0.0442 -0.3974
C 2.3669 0.2144 -1.0148
C -1.3528 1.4287 -0.1057
N -0.9755 -0.3921 -1.7594
F -1.0385 1.6793 1.2117
F -2.5205 2.0398 -0.3670
H 3.1955 1.0024 2.1063
H 2.3220 -0.5005 2.1004
H -2.7043 -1.7716 -0.1473
H -2.6520 -0.4973 1.2979
H -0.2259 -0.5320 1.6057
H -0.0761 -1.9126 0.3135
H 3.2166 -0.1838 -1.7055
H -0.7013 1.9793 -0.6912
H 1.4821 0.5169 -1.4345
H 0.0833 -0.4935 -1.8806
H -1.6397 -1.1795 -2.0686

---

(B)
21
Properties=species:S:1:pos:R:3 method="wB97M-V/def2-TZVPD" lumo_energy_ha="-0.024 / -0.025" homo_ev="-7.52 / -7.43"
C 3.4064 0.5578 1.0421
C 1.9529 -1.6550 -1.0558
C 3.5705 0.0501 -0.7367
C -1.5434 1.6899 0.5420
C 0.6037 -1.3583 -0.4217
C -1.1916 0.2451 0.3583
C 0.1577 0.1240 -0.3825
N 2.9127 -0.8850 -1.2526
F 4.6219 0.9354 1.4301
F 4.4046 0.8108 -1.4199
H 3.2419 -0.4417 1.4860
H 2.0613 -2.6744 -1.1372
H -1.5299 1.9963 -0.4570
H -2.5760 1.5879 1.0375
H -0.7856 2.1376 1.1411
H 0.7476 -1.6079 0.6850
H -0.1291 -2.1034 -0.6713
H -2.1558 -0.1921 -0.2164
H -1.1799 -0.4004 1.2696
H 0.2054 0.4908 -1.3912
H 0.8062 0.6717 0.2884

---

Structures ranked by computed energy, the most stable listed first: (A), (B).

---

(A)
28
Properties=species:S:1:pos:R:3 method="wB97M-V/def2-TZVPD" total_charge=+1 lumo_energy_ha=-0.112 homo_ev=-14.05
O -0.6246 -2.8074 -2.0533
H -3.8390 0.5190 -1.5833
H -0.7518 0.8370 1.7023
O 1.8180 -1.8400 -1.4223
H -2.5137 -0.9899 2.9085
O -0.6911 2.8718 2.7190
H 3.0483 1.5101 1.8868
H -0.8364 3.7053 3.1884
O 0.9786 0.3953 -0.3111
H -0.0056 3.1758 2.1245
H 2.1775 -1.4339 -2.2242
O -2.0822 -1.7995 2.5610
H -2.9820 -0.6098 -1.2861
H -1.5139 -1.8758 3.3542
O -3.7403 -0.1436 -0.9048
H 1.2380 -0.5037 -0.6929
H 1.8108 0.7580 0.0340
O 1.7488 1.3241 -3.4349
H 0.2408 -2.9481 -2.4262
H 1.4249 1.3109 -4.3305
O 2.6956 1.9374 1.1382
H 0.2753 0.1850 0.5982
H 1.2331 0.9020 -2.7697
O -0.3504 -0.0544 1.6611
H 2.6206 2.8400 1.3487
H 2.5944 -2.1418 -0.9382
H -1.2662 -3.1055 -2.6964
H -1.1591 -0.6048 1.8909

---

(B)
28
Properties=species:S:1:pos:R:3 method="wB97M-V/def2-TZVPD" total_charge=+1 lumo_energy_ha=-0.121 homo_ev=-13.00
O 3.7484 1.0540 0.5092
H 4.0987 0.8227 -0.3937
H 2.3454 -2.9826 -0.9467
O 0.9851 1.5686 3.2376
H 0.2068 2.0844 3.1692
O -1.3208 -0.5383 -2.4222
H -3.0324 2.1022 -0.8985
H -0.8072 0.0190 -2.9541
O -2.0545 1.9124 -1.0100
H 4.0036 1.9785 0.5887
H 1.5554 1.6911 4.0120
O -0.5401 -1.8921 0.2280
H -2.5431 0.5474 -3.5948
H -0.9835 -1.3359 -0.3914
O -3.4257 0.8307 -3.2591
H -3.4438 0.6737 -2.3529
H -0.2519 -2.6903 -0.3123
O 1.5389 -0.7715 1.4262
H -1.2349 -1.5239 -2.5008
H 1.4043 -1.6486 0.8207
O -1.0636 -0.0854 1.9802
H -1.6088 2.6392 -1.5043
H 1.9758 -0.0210 0.9123
O 1.9130 -2.1785 -0.6108
H 0.5800 -0.2091 1.6192
H -1.1118 0.2587 2.8773
H -1.9274 -0.3680 1.6637
H 2.5755 -1.4859 -0.7469

---

(C)
28
Properties=species:S:1:pos:R:3 method="wB97M-V/def2-TZVPD" total_charge=+1 lumo_energy_ha=-0.103 homo_ev=-14.82
O -0.5461 3.4834 1.1380
H -1.0883 3.9503 1.8487
H 3.5307 -0.5996 2.1109
O -2.1345 3.0502 -0.9858
H -2.5191 3.5119 -1.6769
O 0.0249 -1.1327 -1.7405
H 1.5322 -1.2449 0.9748
H -0.8865 -1.4615 -1.7697
O 0.7562 -1.4736 0.5698
H -0.8023 3.8096 0.3197
H -2.5249 3.5897 -0.3736
O 1.5556 1.8846 0.4120
H -1.4656 -4.3524 1.7574
H 1.3262 2.7720 0.6435
O -1.1980 -3.4610 1.5056
H -0.3810 -3.7321 0.9304
H 1.1200 1.2265 1.0113
O -1.3982 -3.3924 -1.1725
H 0.5015 -1.4618 -0.7542
H -2.0638 -3.1200 -1.7877
O 0.0289 1.3887 -1.7426
H 0.0348 -1.6543 1.1099
H -2.0203 -3.6373 -0.3608
O 3.7132 -0.8554 1.2679
H -0.4984 1.7140 -0.9657
H 0.9744 1.6570 -1.4020
H -0.0079 -0.0328 -1.7016
H 4.4361 -0.4259 0.8335

---

(D)
28
Properties=species:S:1:pos:R:3 method="wB97M-V/def2-TZVPD" total_charge=+1 lumo_energy_ha=-0.135 homo_ev=-14.21
O 0.7862 -3.5736 0.9377
H 0.1066 -3.5151 1.6145
H -1.2669 2.7166 -1.1082
O 1.8242 -0.4659 3.5330
H 1.9245 -0.1535 2.5883
O -0.9862 -0.3923 -3.2465
H 3.2590 0.7425 0.1221
H -1.3987 0.4900 -3.5021
O 2.6946 -0.0581 -0.0234
H 1.6016 -3.8703 1.1411
H 1.8174 0.4062 3.9061
O -0.5085 2.1468 -0.9986
H 2.6197 -1.6389 -1.7508
H 0.4109 1.9499 0.2773
O 2.2949 -0.7464 -2.1751
H 1.2881 -0.8617 -1.7034
H -0.8721 1.3142 -1.1426
O -3.5763 -0.3134 1.2622
H -1.6046 -1.0533 -3.6024
H -3.0602 0.7031 -0.2044
O 1.0271 1.4287 0.8368
H 2.6676 0.0444 -1.5009
H -3.9329 -1.1075 1.1363
O -3.0360 1.5485 -0.5644
H -3.5508 -0.2560 2.2629
H 1.9775 0.5195 0.0315
H 0.7679 1.7874 1.8119
H -3.2745 2.2080 0.0612

---

Structures ranked by computed energy, the most stable listed first: (A), (C), (B), (D).

---

(A)
13
Properties=species:S:1:pos:R:3 method="wB97M-V/def2-TZVPD" total_charge=-1 lumo_energy_ha=0.142 homo_ev=-5.41
O -0.7794 -0.9554 1.8639
C -0.0617 -0.0095 1.4655
O 0.4000 0.1464 0.3095
H 0.1328 0.8053 2.1960
H 0.9264 3.5264 -0.1724
H 0.2463 2.2939 0.2623
O 0.6032 3.1132 0.6350
H 0.4563 -0.2035 -1.4033
H 0.5813 -1.2602 -2.4266
O 0.6354 -0.2835 -2.3663
H -1.3504 -2.2948 -0.8325
H -0.8716 -2.1184 0.6031
O -0.9186 -2.7599 -0.1342

---

(B)
13
Properties=species:S:1:pos:R:3 method="wB97M-V/def2-TZVPD" total_charge=-1 lumo_energy_ha=0.145 homo_ev=-5.56
O 1.3763 -0.4845 1.3093
C 0.7250 0.5878 1.3179
O -0.1784 0.9431 0.5417
H 0.9758 1.3437 2.1513
H -2.2492 1.7095 0.3584
H -3.1262 2.3034 -0.7023
O -3.2149 1.9259 0.1837
H 0.0452 0.3984 -1.0822
H 0.3831 -0.7982 -1.7317
O 0.1053 0.0490 -1.9989
H 2.2748 -2.9622 -0.6917
H 1.4152 -2.0750 0.4491
O 1.4680 -2.9409 -0.1046

---

(C)
13
Properties=species:S:1:pos:R:3 method="wB97M-V/def2-TZVPD" total_charge=-1 lumo_energy_ha=0.138 homo_ev=-5.24
O -0.6416 -0.7567 1.0040
C 0.4958 -0.3772 1.3427
O 0.8721 0.7981 1.5742
H 1.3224 -1.1251 1.3752
H 1.9908 0.7417 -0.0112
H 1.6811 0.3657 -1.4681
O 2.4104 0.4992 -0.8578
H -0.5922 -2.0946 -0.0927
H 0.2928 -2.7313 -1.1506
O -0.6270 -2.6834 -0.8922
H -2.0745 1.8182 -0.0024
H -2.3495 3.0657 -0.7281
O -2.7806 2.4800 -0.0930

---

(D)
13
Properties=species:S:1:pos:R:3 method="wB97M-V/def2-TZVPD" total_charge=-1 lumo_energy_ha=0.144 homo_ev=-5.16
O -1.0752 -1.2049 -0.8845
C -0.8940 -0.0470 -0.3404
O -0.2677 0.3405 0.7159
H -1.1920 0.7347 -1.0064
H -0.6696 1.7221 1.4094
H -2.0559 2.4336 2.1278
O -1.1685 2.5644 1.6207
H 2.6168 0.9838 0.4330
H 1.4253 1.0853 -0.5569
O 2.2589 0.7122 -0.5312
H 0.1334 -3.6131 -1.6273
H 0.3867 -2.3076 -0.6719
O 0.5018 -3.4039 -0.6882

---

Structures ranked by computed energy, the most stable listed first: (A), (B), (C), (D).

---

(A)
7
Properties=species:S:1:pos:R:3 method="wB97M-V/def2-TZVPD" smiles="[H]/N=N/C=C=O" lumo_energy_ha=0.000 homo_ev=-9.64
C -0.9774 -0.7382 -0.0902
C -2.1246 -0.1790 -0.0626
N 0.3968 0.0754 0.1224
N 0.3093 1.2837 -0.0785
O -3.1278 0.4539 0.0617
H -0.7174 -1.7762 0.2224
H 1.1625 1.6937 0.1608

---

(B)
7
Properties=species:S:1:pos:R:3 method="wB97M-V/def2-TZVPD" smiles=c1ncon1 lumo_energy_ha=0.038 homo_ev=-11.15
C 1.0953 0.2547 -0.0117
C -0.9872 0.4490 0.0029
H 2.1532 0.4974 0.1561
H -2.0144 0.6589 0.1193
N 0.0741 1.1840 -0.0238
N 0.6589 -0.9685 -0.0032
O -0.7398 -0.8608 -0.0042

---

(C)
7
Properties=species:S:1:pos:R:3 method="wB97M-V/def2-TZVPD" lumo_energy_ha=0.009 homo_ev=-11.27
C -0.0288 0.8889 -0.1501
C 1.1593 -0.0513 -0.0229
H -1.4968 -1.5264 0.1677
H -0.0523 2.0924 0.1596
N -1.0594 0.2347 -0.0155
N 2.2013 -0.4961 -0.0431
O -0.7232 -1.1423 -0.0956

---

Structures ranked by computed energy, the most stable listed first: (B), (A), (C).